(1)
The following is a quantum chemistry calculation of a structure of composition C23H25F3NOTl in a non-equilibrium geometry, from OMol25.

Last column: Mulliken charge in e.
Positions of all 54 atoms, in Å:
C1 2.419 -0.002 3.389  -0.41
C2 2.863 -0.559 2.164  -0.76
C3 2.852 0.460 1.178  -0.11
H1 3.151 -1.592 2.000  0.42
C4 2.434 1.673 1.794  -0.53
C5 2.137 1.380 3.169  -1.03
H2 2.350 2.646 1.311  0.46
C6 -1.243 -1.992 3.277  -0.90
C7 -0.198 -2.731 2.647  -0.51
C8 -0.468 -2.787 1.251  -0.33
H3 0.649 -3.212 3.137  0.46
C9 -1.616 -1.988 0.977  -0.06
C10 -2.156 -1.570 2.248  -0.63
H4 3.097 0.335 0.128  0.39
H5 1.747 2.084 3.902  0.56
H6 2.292 -0.540 4.324  0.44
H7 -3.157 -1.139 2.396  0.41
H8 0.059 -3.382 0.499  0.44
H9 -1.371 -1.826 4.354  0.42
Tl1 -0.268 0.511 1.930  1.04
C11 -2.267 -1.742 -0.384  2.72
C12 -3.694 -2.277 -0.261  -1.93
C13 -1.511 -2.496 -1.482  -2.35
H10 -3.663 -3.319 0.077  0.42
H11 -4.199 -2.233 -1.232  0.51
H12 -4.270 -1.687 0.464  0.38
H13 -1.479 -3.563 -1.229  0.53
H14 -0.487 -2.113 -1.586  0.38
H15 -2.031 -2.376 -2.441  0.40
C14 -2.413 -0.236 -0.799  -1.40
C15 -1.160 0.493 -1.251  0.34
H16 -2.864 0.362 0.017  0.23
H17 -3.160 -0.177 -1.616  0.61
O1 -0.092 0.424 -0.600  -0.37
N1 -1.214 1.281 -2.370  -0.19
C16 -0.193 2.352 -2.489  -1.09
H18 -2.137 1.594 -2.656  0.34
C17 1.188 1.804 -2.733  0.74
C18 2.299 2.457 -2.181  -0.31
H19 2.117 3.328 -1.541  0.34
C19 3.589 1.975 -2.413  -0.62
H20 4.437 2.488 -1.958  0.35
C20 3.784 0.837 -3.207  -0.42
H21 4.790 0.457 -3.386  0.38
C21 2.673 0.177 -3.743  -0.61
H22 2.795 -0.731 -4.333  0.39
C22 1.378 0.665 -3.518  -0.21
H23 0.499 0.157 -3.931  0.36
H24 -0.188 2.928 -1.555  0.32
H25 -0.508 3.029 -3.298  0.45
F1 -1.235 3.556 2.377  -0.23
C23 -1.679 2.301 2.731  0.25
F2 -1.682 2.275 4.107  -0.25
F3 -2.996 2.241 2.343  -0.23

Output
**Orbital gap (alpha / beta)**: 5.075 / 4.447 eV
**HOMO (alpha / beta)**: -0.257 / -0.257 Eh
**LUMO level (alpha / beta)**: -1.9 / -2.6 eV
**2S+1**: 1

***

(2)
The following is a quantum chemistry calculation of a structure of composition C23H25I3N4O2, from OMol25.

Last column: Mulliken charge in e.
Positions of all 57 atoms, in Å:
C1 -1.268 6.154 -1.490  -1.46
C2 -0.370 4.976 -1.721  0.38
I1 -0.371 4.385 -3.737  0.17
C3 0.341 4.346 -0.779  -0.82
I2 0.175 5.139 1.173  0.09
C4 1.262 3.135 -0.958  0.64
I3 2.967 3.628 -2.210  0.32
C5 1.924 2.770 0.296  -0.18
N1 2.410 2.368 1.256  -0.54
C6 0.523 1.790 -1.351  1.16
C7 -0.933 1.906 -1.233  -0.21
N2 -2.077 1.893 -1.134  -0.64
C8 0.872 1.086 -2.679  -0.92
C9 2.070 0.138 -2.505  -0.32
C10 2.945 -0.057 -3.735  -0.76
C11 2.173 -0.240 -5.004  0.42
O1 2.389 0.357 -6.020  -0.52
O2 1.159 -1.160 -4.906  -0.42
H1 -0.684 7.053 -1.305  0.34
H2 -1.923 5.969 -0.641  0.43
H3 -1.908 6.318 -2.351  0.43
H4 0.787 1.069 -0.576  -0.04
H5 0.004 0.467 -2.918  0.55
H6 0.985 1.767 -3.514  0.45
H7 1.687 -0.849 -2.230  0.22
H8 2.697 0.455 -1.673  0.54
H9 3.669 0.731 -3.906  0.23
H10 3.509 -0.979 -3.572  0.43
H11 1.113 -1.602 -5.769  0.36
C12 -1.053 -2.051 7.304  -0.86
N3 -1.030 -2.089 5.820  -0.01
C13 0.112 -1.785 5.182  -0.37
C14 0.188 -1.832 3.810  -0.58
C15 -0.931 -2.205 3.070  0.52
C16 -2.105 -2.502 3.756  -0.74
C17 -2.127 -2.435 5.131  -0.10
C18 -0.878 -2.291 1.587  0.60
C19 -1.207 -3.473 0.929  -0.51
C20 -1.183 -3.517 -0.448  -0.35
N4 -0.848 -2.434 -1.162  0.05
C21 -0.513 -1.286 -0.550  -0.69
C22 -0.517 -1.187 0.820  -0.49
C23 -0.864 -2.453 -2.648  -0.68
H12 -0.759 -1.058 7.632  0.38
H13 -0.360 -2.798 7.680  0.38
H14 -2.057 -2.271 7.649  0.27
H15 0.957 -1.511 5.798  0.49
H16 1.127 -1.588 3.331  0.55
H17 -3.010 -2.776 3.232  0.53
H18 -3.017 -2.655 5.702  0.40
H19 -1.477 -4.366 1.475  0.57
H20 -1.434 -4.411 -0.999  0.41
H21 -0.263 -0.452 -1.190  0.19
H22 -0.260 -0.240 1.276  0.82
H23 0.122 -2.184 -3.020  0.21
H24 -1.602 -1.725 -2.977  0.36
H25 -1.138 -3.441 -3.000  0.34

Output
**Orbital gap**: 5.227 eV
**HOMO**: -0.469 Eh
**Net charge**: +2
**LUMO level**: -7.5 eV
**2S+1**: 1

***

(3)
The following is a quantum chemistry calculation of a structure of composition C23H25N2O9RbS3 in a non-equilibrium geometry, from OMol25.

Last column: Mulliken charge in e.
Positions of all 63 atoms, in Å:
Rb1 0.420 -1.309 0.320  0.83
O1 1.816 -3.961 0.313  -0.72
S1 2.067 -3.382 -1.032  1.03
O2 2.884 -4.255 -1.882  -0.76
O3 0.719 -3.122 -1.673  -0.66
O4 2.699 -2.032 -0.852  -0.78
O5 0.179 -0.292 -2.065  -0.33
S2 0.905 -0.990 -3.160  0.32
C1 -0.317 -1.969 -4.033  0.66
C2 0.129 -2.943 -4.912  -0.49
C3 -0.800 -3.724 -5.581  -0.57
C4 -2.158 -3.538 -5.352  -0.35
C5 -2.587 -2.578 -4.447  -0.64
C6 -1.662 -1.788 -3.778  -0.26
C7 1.075 0.283 -4.441  0.08
C8 2.149 0.183 -5.312  -0.16
C9 2.342 1.160 -6.282  -0.58
C10 1.472 2.237 -6.360  -0.36
C11 0.410 2.344 -5.468  -0.72
C12 0.209 1.367 -4.507  -0.45
H1 1.192 -3.117 -5.027  0.36
H2 -0.463 -4.500 -6.257  0.36
H3 -2.882 -4.161 -5.864  0.35
H4 -3.644 -2.453 -4.248  0.37
H5 -1.958 -1.049 -3.044  0.38
H6 2.837 -0.649 -5.213  0.47
H7 3.181 1.086 -6.963  0.36
H8 1.631 3.008 -7.105  0.36
H9 -0.257 3.196 -5.516  0.40
H10 -0.598 1.442 -3.787  0.36
O6 -0.085 -1.763 5.440  -0.71
C13 0.416 -0.946 4.711  0.17
O7 0.696 -1.171 3.426  -0.35
C14 0.774 0.469 5.156  1.36
N1 1.486 1.181 4.083  -0.38
C15 2.774 1.637 4.612  -0.75
C16 2.580 1.709 6.128  -0.53
C17 1.682 0.501 6.395  -0.98
H11 -0.165 0.990 5.357  -0.36
H12 0.909 1.976 3.808  -0.02
H13 1.192 -0.345 3.162  0.48
H14 3.047 2.591 4.162  0.36
H15 3.560 0.916 4.363  0.29
H16 2.049 2.630 6.383  0.28
H17 3.518 1.680 6.687  0.38
H18 1.110 0.580 7.317  0.32
H19 2.275 -0.416 6.454  0.34
S3 -1.099 3.418 3.990  -0.48
C18 -2.200 2.156 3.587  0.26
N2 -2.474 1.873 2.296  -0.59
C19 -3.360 0.925 1.992  -0.18
C20 -4.030 0.163 2.927  -0.70
C21 -3.739 0.410 4.271  -0.15
C22 -2.840 1.399 4.601  -0.61
H20 -1.320 2.048 1.027  0.47
H21 -3.520 0.760 0.929  0.43
H22 -4.726 -0.604 2.619  0.37
H23 -4.209 -0.175 5.054  0.36
H24 -2.599 1.615 5.632  0.33
O8 -1.529 3.157 -1.146  -0.62
C23 -0.683 2.366 -0.804  0.16
O9 -0.616 1.750 0.362  -0.19
H25 0.135 2.029 -1.450  0.35

Output
**Orbital gap**: 6.149 eV
**HOMO**: -0.079 Eh
**Net charge**: -2
**LUMO level**: 4.0 eV
**2S+1**: 1

***

(4)
The following is a quantum chemistry calculation of a cluster of 2 separate species, C23H25N3O2S in total in a non-equilibrium geometry, from OMol25.

Last column: Mulliken charge in e.
Positions of all 54 atoms, in Å:
C1 -5.711 -2.968 -1.480  -0.96
N1 -5.265 -2.275 -0.263  -0.01
C2 -5.699 -2.969 0.958  -0.97
C3 -3.950 -1.711 -0.271  0.11
C4 -3.702 -0.325 -0.276  -0.47
C5 -2.421 0.157 -0.287  -0.68
C6 -1.302 -0.712 -0.290  1.01
C7 -0.008 -0.137 -0.305  -0.36
C8 1.285 -0.717 -0.314  0.94
C9 2.404 0.147 -0.249  -0.70
C10 3.684 -0.337 -0.233  -0.44
C11 3.930 -1.722 -0.282  0.11
N2 5.246 -2.285 -0.267  0.00
C12 5.683 -2.968 0.959  -0.95
C13 5.706 -2.975 -1.480  -0.96
C14 2.832 -2.585 -0.360  -0.45
C15 1.560 -2.102 -0.386  -0.76
C16 -1.578 -2.098 -0.262  -0.74
C17 -2.852 -2.577 -0.260  -0.47
H1 -5.174 -2.582 -2.345  0.34
H2 -5.509 -4.036 -1.405  0.35
H3 -6.778 -2.820 -1.632  0.32
H4 -5.154 -2.581 1.818  0.34
H5 -6.765 -2.822 1.120  0.32
H6 -5.495 -4.036 0.882  0.35
H7 -4.530 0.360 -0.269  0.48
H8 -2.235 1.218 -0.291  0.43
H9 -0.006 0.940 -0.295  0.34
H10 2.220 1.208 -0.212  0.41
H11 4.513 0.346 -0.189  0.49
H12 5.136 -2.578 1.817  0.34
H13 5.485 -4.037 0.889  0.34
H14 6.748 -2.815 1.120  0.32
H15 5.176 -2.589 -2.350  0.34
H16 6.774 -2.821 -1.622  0.32
H17 5.510 -4.043 -1.409  0.35
H18 3.016 -3.644 -0.404  0.36
H19 0.784 -2.822 -0.511  0.31
H20 -0.801 -2.824 -0.212  0.26
H21 -3.036 -3.636 -0.248  0.36
S1 0.065 2.524 2.606  -0.36
C18 0.044 3.950 1.747  0.07
C19 -1.172 4.535 1.376  -0.60
C20 -1.180 5.712 0.670  -0.32
C21 0.008 6.331 0.323  -0.11
N3 -0.010 7.588 -0.407  0.96
O1 1.072 8.116 -0.693  -0.62
O2 -1.108 8.076 -0.707  -0.62
C22 1.215 5.755 0.683  -0.30
C23 1.242 4.579 1.389  -0.60
H22 -2.095 4.051 1.654  0.44
H23 -2.106 6.174 0.377  0.44
H24 2.126 6.251 0.400  0.44
H25 2.179 4.129 1.677  0.43

Output
**Orbital gap**: 3.126 eV
**HOMO**: -0.230 Eh
**LUMO level**: -3.1 eV
**ΔE to the lowest compared entry with this formula, charge and spin**: 207.8 kcal per mole
**2S+1**: 1